Molecular formula: C28H41BrIrN2P2S
Method: DFT, ωB97M-V/def2-TZVPD

expectation value of S²: 8.831
HOMO-LUMO gap (alpha / beta): 0.2575 / 0.1864 Ha
LUMO (alpha / beta): -11.3 / -14.3 eV
total energy: -134930.2448 eV
molecular weight: 771.79 g/mol
spin multiplicity: 6
relative energy (zero: lowest compared OMol25 entry of this formula, charge and spin): 0.0 kcal/mol
largest force on an atom: 4.36 eV/Å
charge: +4

Structure (XYZ):
```
76
Properties=species:S:1:pos:R:3:forces:R:3
H -0.52691 2.35196 1.56898 0.0 -0.1 -0.3
H -7.47520 -1.37867 -0.57301 0.1 -0.2 -0.2
H -5.59507 -0.67083 1.23310 -0.2 0.0 -0.2
H 5.35537 -0.75036 1.16615 0.0 0.2 0.2
H 3.44593 -3.09221 -9.03316 0.2 0.2 0.2
H -4.69890 3.31088 -1.32637 0.1 -0.1 0.2
H 5.54634 -0.11338 2.81230 0.0 -0.1 -0.3
H 2.31718 1.89234 2.33665 0.0 -0.1 0.3
H -2.47981 -0.54171 -2.19368 0.2 -0.1 -0.1
C 0.13564 -1.66758 -0.25233 1.0 -0.3 -0.9
C -3.48125 1.71827 -0.57002 0.0 -0.2 -0.2
C -4.10914 3.09861 -0.42627 -0.2 0.5 -0.1
H 1.25780 -1.58300 3.41152 0.3 0.3 0.0
H -4.27280 0.96817 -0.70853 0.1 0.1 0.0
H -2.85282 1.67985 -1.46897 -0.1 0.0 0.2
C 2.83522 -2.54554 -7.01879 -1.0 0.3 1.9
C -5.49348 -1.28320 0.34388 0.5 -0.7 -1.7
N 4.98266 -2.13810 -8.00278 0.2 0.0 -0.2
H 1.26748 -2.52896 5.89179 0.3 0.0 -0.1
C 2.39446 -1.87277 -4.65934 -0.6 0.2 1.0
C -0.75455 1.82602 0.63051 0.3 -0.2 0.2
C -1.14264 -1.22238 -0.62452 -2.0 1.0 1.6
Ir -2.55440 -1.03281 0.78763 2.9 -2.1 0.9
H 1.82821 -2.94324 -7.13273 0.2 0.1 0.1
C 2.10582 -2.04843 5.37621 -0.1 -0.4 0.2
C -4.21022 -2.65831 -1.01075 -1.3 1.3 0.9
H -4.78803 3.15808 0.42875 0.1 0.0 -0.1
C -6.42991 -1.66625 -0.58211 1.0 -0.3 0.5
H 1.18878 2.46146 5.14184 0.2 0.1 -0.1
C 1.58620 -1.06598 4.32464 0.3 0.1 1.3
H 0.72308 -0.50137 4.70710 0.4 0.0 0.0
C 1.07190 -1.86895 -1.26515 0.1 -0.1 1.3
H -0.77240 -0.95620 -3.97848 0.0 0.0 0.2
C -0.53636 -1.14643 -2.93300 -1.3 0.5 -0.1
S -5.73311 -2.77777 -1.76377 0.1 0.8 1.3
H -0.73038 2.20046 -1.52284 0.1 0.2 0.2
H 2.71905 -2.82706 4.90817 -0.1 0.1 0.2
C 4.56225 -1.42967 -5.75515 -1.6 -0.1 1.4
H -2.64964 1.23192 3.19008 -0.2 0.1 -0.1
C -0.53259 2.72790 -0.57963 0.2 0.3 -0.2
N -4.20615 -1.77267 0.02751 -2.4 -2.2 -1.5
H -3.18034 3.95908 1.82790 0.1 -0.2 0.2
Br -2.13567 -2.06370 2.92086 -0.2 0.2 -0.1
H -4.18274 1.60881 2.38634 0.2 0.0 0.1
C 3.74236 -2.62246 -8.08856 1.8 0.3 -1.0
C -3.10434 1.82971 2.38541 -0.3 -0.7 0.3
C 1.70132 -1.77392 -3.65621 0.4 -0.1 -1.1
H 6.42090 -1.16959 -6.84561 -0.3 -0.2 -0.1
C 0.74826 -1.60321 -2.60599 0.4 -0.1 -0.3
H 2.77523 -0.25695 1.47062 -0.1 0.1 0.5
H 2.07126 -2.23447 -1.03425 -0.2 0.1 0.0
C 5.39618 -1.55486 -6.87682 0.4 -0.5 -1.9
P 2.92063 0.13400 3.87691 -3.1 -0.8 -2.9
H -1.15396 3.63371 -0.54873 0.2 -0.3 0.0
C 4.90779 -0.09341 1.92057 0.3 0.1 -0.3
C -1.49213 -0.92302 -1.94510 1.0 -0.3 -1.4
H 0.87373 1.17200 3.09389 0.4 -0.3 0.1
C 3.48753 -0.56039 2.25258 1.2 -0.4 0.6
H 4.90570 0.92824 1.52332 0.1 -0.2 0.1
H 0.52028 3.04314 -0.59631 -0.3 0.0 0.0
H -0.08174 0.95678 0.57412 -0.1 0.3 0.1
P -2.44241 1.14460 0.82164 0.3 2.9 -0.2
H -3.36858 3.89883 -0.32812 -0.1 -0.2 -0.1
H 2.87752 2.84334 4.73490 -0.3 0.1 -0.1
C 1.87533 2.68453 4.31576 -0.2 0.4 0.1
H 3.45300 -1.65614 2.34214 0.0 0.3 0.1
H 4.92912 -0.93812 -4.85595 -0.1 -0.1 -0.1
H 1.55039 3.61819 3.84084 0.1 -0.2 0.2
C -2.87360 3.31622 2.65836 0.1 0.4 -0.1
H 0.34079 -1.84208 0.80267 0.2 -0.1 -0.3
H -3.33975 -3.23185 -1.29938 -0.1 0.1 -0.1
C 1.88787 1.55067 3.28969 0.9 0.9 0.4
C 3.25702 -1.95303 -5.81192 0.0 0.0 0.1
H -3.47479 3.60604 3.52873 0.2 -0.1 -0.2
H -1.82748 3.53744 2.89530 -0.2 -0.1 0.0
H 2.71774 -1.53024 6.12500 -0.2 -0.2 -0.1
```
Positions in Å, forces in eV/Å.